118
Properties=species:S:1:pos:R:3 method="wB97M-V/def2-TZVPD" fmax_ev_per_a=1.44 total_charge=-1 spin_multiplicity=6 homo_lumo_gap_ev="7.27 / 7.28"
Dy -0.3361 -0.1579 -0.4130
N -4.2890 -1.0331 0.4930
P -2.9929 -1.7420 -0.4253
C -3.5209 -3.4825 -0.0980
C -4.6594 -4.0590 -0.6564
C -5.0348 -5.3441 -0.3020
C -4.2882 -6.0639 0.6209
C -3.1705 -5.4870 1.2016
C -2.7928 -4.2006 0.8456
C -3.6982 -1.5049 -2.0993
C -4.3328 -0.3207 -2.4580
C -4.7603 -0.1190 -3.7611
C -4.5401 -1.0894 -4.7232
C -3.8854 -2.2643 -4.3815
C -3.4687 -2.4706 -3.0791
C -3.9996 -0.3468 1.6503
C -4.9032 0.5577 2.2243
C -4.5613 1.1593 3.4179
C -3.3524 0.8379 4.0212
C -2.5339 -0.0776 3.3832
N -2.8349 -0.6504 2.2246
H -5.0798 -0.6927 -0.0337
H -5.2550 -3.5088 -1.3733
H -5.9174 -5.7904 -0.7437
H -4.5848 -7.0694 0.8921
H -2.5936 -6.0370 1.9339
H -1.9351 -3.7280 1.3062
H -4.4489 0.4713 -1.7320
H -5.2445 0.8120 -4.0243
H -4.8725 -0.9293 -5.7404
H -3.6909 -3.0166 -5.1355
H -2.9468 -3.3820 -2.8152
H -5.8403 0.7797 1.7303
H -5.2331 1.8674 3.8872
H -3.0430 1.2838 4.9556
H -1.5900 -0.3668 3.8193
Cl -4.0289 3.3167 -1.5461
C -3.0117 3.2377 -0.0906
C -2.0174 2.0820 -0.2385
O -0.8038 2.3426 -0.2801
O -2.4837 0.9221 -0.2993
H -3.6666 3.0452 0.7575
H -2.4971 4.1879 0.0171
N 1.4670 3.3665 0.8971
C 2.0474 4.4326 1.5362
C 2.5288 4.3123 2.8458
C 3.1802 5.3622 3.4642
C 3.3721 6.5646 2.7974
C 2.8925 6.7001 1.5026
C 2.2437 5.6521 0.8744
H 0.8312 3.5477 0.1371
H 1.1590 2.5808 1.4533
H 2.3898 3.3741 3.3669
H 3.5419 5.2391 4.4776
H 3.8830 7.3835 3.2859
H 3.0267 7.6347 0.9719
H 1.8732 5.7708 -0.1368
C 0.2137 -1.9431 -6.9150
C -0.0573 -1.8375 -5.4432
C 0.0750 -2.9307 -4.5873
C -0.2479 -2.7166 -3.2605
N -0.6198 -1.5377 -2.7806
C -0.6491 -0.5131 -3.6756
S -0.9898 1.0201 -3.0402
N -0.4267 -0.6519 -4.9929
H 0.3678 -2.9788 -7.2138
H 1.1019 -1.3656 -7.1740
H -0.6195 -1.5171 -7.4721
H 0.4112 -3.8953 -4.9392
H -0.2221 -3.5382 -2.5534
C 1.2593 1.7948 6.3593
C 2.5042 1.7219 5.5264
C 3.6030 2.5229 5.7749
C 4.7205 2.4513 4.9549
Cl 6.0883 3.4694 5.2911
C 4.7495 1.6014 3.8690
C 3.6544 0.7870 3.6128
C 2.5426 0.8265 4.4448
O 1.4456 0.0383 4.3119
C 1.4332 -0.9091 3.2603
C 1.2630 -0.2621 1.8696
O 2.1102 -0.5254 1.0038
O 0.2677 0.4968 1.6985
H 1.3964 2.4515 7.2159
H 0.9793 0.7971 6.6963
H 0.4363 2.1690 5.7480
H 3.5908 3.2086 6.6115
H 5.6128 1.5661 3.2202
H 3.6704 0.1390 2.7488
H 0.5613 -1.5378 3.4377
H 2.3320 -1.5314 3.2725
C 2.1474 2.5421 -2.5719
P 2.1570 1.1486 -1.3629
C 3.7230 1.6274 -0.5042
C 2.8648 -0.1772 -2.4215
C 2.6332 -0.2345 -3.7927
C 3.1856 -1.2551 -4.5535
C 3.9578 -2.2372 -3.9562
C 4.1784 -2.1966 -2.5875
C 3.6308 -1.1794 -1.8264
H 1.2760 2.4652 -3.2185
H 3.0684 2.5504 -3.1560
H 2.0716 3.4701 -2.0041
H 4.5349 1.6737 -1.2312
H 3.9667 0.9096 0.2746
H 3.5759 2.6054 -0.0529
H 2.0144 0.5116 -4.2748
H 3.0130 -1.2829 -5.6223
H 4.3877 -3.0301 -4.5560
H 4.7731 -2.9662 -2.1122
H 3.7699 -1.1683 -0.7548
Cl 2.9060 -4.1352 0.1900
C 1.2059 -4.0092 0.5860
Cl 0.2838 -5.1996 -0.3639
Cl 0.9629 -4.3429 2.2994
C 0.6326 -2.6063 0.1929
O -0.2643 -2.1510 0.9251
O 1.0889 -2.0921 -0.8307


17
Properties=species:S:1:pos:R:3 method="wB97M-V/def2-TZVPD" fmax_ev_per_a=4.84 de_lowest_kcal_mol=100.5 spin_multiplicity=3 homo_lumo_gap_ev="6.57 / 6.29"
C -0.2027 -0.9266 -2.2636
C 0.8752 -0.1353 -2.2697
C 0.6455 -1.1198 0.3111
C 0.6673 -0.2299 1.4900
C 0.3133 1.0944 0.9421
C 0.1832 -0.5014 -0.9547
N -0.6233 1.0164 -0.2187
N -1.9013 0.6582 0.1551
O 0.9742 -2.2977 0.3120
H -1.0252 -1.4369 -2.7201
H 1.7961 0.2759 -2.8374
H -0.0456 -0.6853 2.3119
H 1.5319 -0.4681 2.2309
H 0.0082 1.8309 1.7040
H 1.2024 1.5103 0.4807
H -2.4598 1.4947 0.3994
H -1.9394 -0.0798 0.9268


17
Properties=species:S:1:pos:R:3 method="wB97M-V/def2-TZVPD" fmax_ev_per_a=2.05 de_lowest_kcal_mol=29.9 homo_lumo_gap_ev=10.22
C 1.9259 -0.5398 -0.1815
C 0.7040 0.1593 0.5264
C 0.0354 1.3754 -0.2430
C -1.4670 1.1840 -0.4884
C -1.8588 -0.0077 -0.0744
C -0.6954 -0.6655 0.6596
O -0.5611 -2.0185 0.3497
H 2.2465 -0.0670 -1.1230
H 2.8566 -0.6127 0.4183
H 1.6564 -1.5791 -0.3916
H 1.0155 0.2011 1.5784
H 0.4896 1.3232 -1.2322
H 0.2084 2.3496 0.2054
H -2.0960 1.9415 -0.9707
H -2.8623 -0.4531 -0.1415
H -0.9323 -0.5336 1.7177
H -0.6653 -2.0570 -0.6095


14
Properties=species:S:1:pos:R:3 method="wB97M-V/def2-TZVPD" fmax_ev_per_a=5.44 de_lowest_kcal_mol=100.0 homo_lumo_gap_ev="8.11 / 7.14"
C -1.8136 -0.9907 -0.0087
C -0.4431 -1.3049 0.0093
C 1.1441 0.5347 0.1009
C -2.5835 0.0973 0.0214
C 2.6231 0.8648 -0.0327
O 0.7458 -0.6629 -0.1260
F -2.2699 1.3887 -0.1302
F -3.9727 -0.0164 -0.0876
H -2.5598 -1.7637 0.0262
H -0.1364 -2.2769 -0.0127
H 0.3470 1.1290 0.4466
H 3.0219 1.5007 0.6825
H 2.7286 1.4510 -0.9627
H 3.1685 0.0493 0.0738


157
Properties=species:S:1:pos:R:3 method="wB97M-V/def2-TZVPD" fmax_ev_per_a=0.57 de_lowest_kcal_mol=0.0 spin_multiplicity=2 homo_lumo_gap_ev="7.12 / 6.98"
Ca -0.1283 1.0176 0.1954
C -0.7491 -0.4400 5.5647
C -0.9351 0.3519 4.2727
C -0.6724 1.8387 4.5096
P -0.0396 -0.2700 2.7844
C -0.7447 -1.9514 2.4027
N -1.9288 -2.0097 1.5847
Ge -1.9018 -1.2585 -0.3427
N -3.3241 -0.4477 -1.4884
C -2.9819 0.7559 -2.2050
P -2.5765 2.1802 -1.0944
C -4.0451 2.4895 -0.0161
C -5.4117 2.6392 -0.6791
C -4.1085 1.4387 1.1000
C -2.4549 3.5948 -2.2886
C -3.4605 3.6187 -3.4436
C -1.0410 3.6654 -2.8655
C -4.4767 -1.1063 -1.8141
C -5.4275 -0.7462 -2.7863
C -6.5250 -1.5517 -3.0434
C -6.7276 -2.7398 -2.3600
C -5.8130 -3.1002 -1.3776
C -4.7364 -2.2873 -1.0968
N -3.7756 -2.5777 -0.0523
C -4.2259 -2.2881 1.2917
C -5.5383 -2.2447 1.7026
C -5.8334 -2.0482 3.0513
C -4.7932 -1.9249 3.9558
C -3.4693 -1.9286 3.5376
C -3.1533 -2.0644 2.1799
C -3.2178 -3.9120 -0.1863
C -3.8467 -5.0110 0.3553
C -3.3830 -6.2920 0.0801
C -2.3000 -6.4281 -0.7704
C -1.6423 -5.3186 -1.2806
C -2.0452 -4.0189 -0.9536
N -1.4047 -2.8495 -1.3053
C -0.1040 -2.8754 -1.9456
P 1.3444 -2.7303 -0.7683
C 1.3675 -4.4140 0.0309
C 1.6801 -5.6183 -0.8602
C 2.2612 -4.4650 1.2705
C 2.8050 -2.6462 -1.9207
C 2.7073 -3.3428 -3.2778
C 4.0813 -3.0514 -1.1891
C 1.7263 -0.6795 3.1502
C 2.5706 0.5808 3.3290
C 2.0194 -1.7084 4.2431
H -1.5203 -0.1611 6.2859
H -0.8048 -1.5187 5.4200
H 0.2159 -0.2162 6.0190
H -1.9783 0.2485 3.9461
H 0.3545 2.0179 4.8312
H -0.8452 2.4348 3.6127
H -1.3310 2.2154 5.2946
H 0.0725 -2.4377 1.8573
H -0.8786 -2.5302 3.3245
H -2.0780 0.6232 -2.8244
H -3.7651 1.0316 -2.9076
H -3.7775 3.4436 0.4580
H -5.6342 1.7960 -1.3355
H -6.1898 2.6627 0.0868
H -5.4932 3.5594 -1.2539
H -4.4994 0.4909 0.7331
H -3.1266 1.2357 1.5411
H -4.7634 1.7901 1.8993
H -2.6089 4.4811 -1.6595
H -3.2766 2.7932 -4.1326
H -4.4975 3.5647 -3.1264
H -3.3329 4.5391 -4.0170
H -0.8515 2.8206 -3.5329
H -0.9223 4.5747 -3.4580
H -0.2792 3.6584 -2.0860
H -5.3082 0.1534 -3.3725
H -7.2262 -1.2459 -3.8096
H -7.5718 -3.3761 -2.5825
H -5.9380 -4.0238 -0.8311
H -6.3356 -2.3673 0.9846
H -6.8620 -2.0164 3.3811
H -5.0093 -1.8093 5.0103
H -2.6860 -1.8128 4.2719
H -4.7059 -4.8600 0.9962
H -3.8761 -7.1564 0.5012
H -1.9437 -7.4148 -1.0377
H -0.7997 -5.4744 -1.9304
H -0.0003 -3.7464 -2.5973
H -0.0279 -2.0111 -2.6169
H 0.3280 -4.4990 0.3727
H 2.7447 -5.6756 -1.0833
H 1.4057 -6.5428 -0.3472
H 1.1507 -5.6015 -1.8080
H 3.3176 -4.4213 1.0052
H 2.0617 -3.6462 1.9599
H 2.0982 -5.4012 1.8086
H 2.8824 -1.5716 -2.1242
H 2.6484 -4.4266 -3.1808
H 1.8465 -3.0065 -3.8555
H 3.5995 -3.1125 -3.8650
H 4.1217 -4.1278 -1.0348
H 4.9575 -2.7696 -1.7743
H 4.1659 -2.5674 -0.2162
H 2.0138 -1.1268 2.1848
H 2.3218 1.1009 4.2555
H 3.6293 0.3182 3.3822
H 2.4369 1.2855 2.5033
H 1.9925 -1.2533 5.2327
H 1.3192 -2.5433 4.2393
H 3.0212 -2.1185 4.1016
C 7.5893 -0.9198 -0.8914
C 7.0614 -0.4512 -2.0849
C 5.8545 0.2357 -2.0949
C 5.1566 0.4539 -0.9126
C 5.6887 -0.0338 0.2785
C 6.9013 -0.7066 0.2939
As 3.4361 1.3757 -0.7555
C 4.1467 3.1659 -0.3961
C 3.7972 4.2964 -1.1246
C 4.3048 5.5406 -0.7782
C 5.1564 5.6722 0.3078
C 5.4975 4.5504 1.0483
C 4.9946 3.3064 0.6975
C 2.8807 1.5342 -2.6201
C 3.5799 2.2180 -3.6132
C 3.0991 2.2560 -4.9138
C 1.9139 1.6127 -5.2431
C 1.2069 0.9278 -4.2663
C 1.6927 0.8981 -2.9668
H 8.5300 -1.4534 -0.8853
H 7.5895 -0.6202 -3.0140
H 5.4595 0.5895 -3.0378
H 5.1451 0.0973 1.2095
H 7.3004 -1.0772 1.2287
H 3.1172 4.2216 -1.9635
H 4.0185 6.4109 -1.3544
H 5.5473 6.6433 0.5800
H 6.1566 4.6395 1.9021
H 5.2788 2.4408 1.2867
H 4.4993 2.7359 -3.3675
H 3.6538 2.7893 -5.6755
H 1.5441 1.6451 -6.2594
H 0.2828 0.4193 -4.5122
H 1.1413 0.3267 -2.2190
C -1.1838 4.5871 2.0343
Ge 0.6752 4.6083 1.3504
C 1.8593 4.4596 2.9144
C 0.9617 6.4136 0.6299
C 0.9026 3.1545 0.1010
H -1.2299 4.9572 3.0596
H -1.6099 3.5814 2.0150
H -1.8183 5.2247 1.4166
H 1.5721 5.1968 3.6655
H 2.8928 4.6456 2.6218
H 1.8059 3.4699 3.3670
H 0.6614 7.1601 1.3665
H 0.3823 6.5760 -0.2786
H 2.0144 6.5638 0.3964
H 1.3096 3.5861 -0.8220


10
Properties=species:S:1:pos:R:3 method="wB97M-V/def2-TZVPD" fmax_ev_per_a=6.20 de_lowest_kcal_mol=77.9 homo_lumo_gap_ev=9.78
C -0.6529 0.3160 1.4005
Cl -0.6366 -1.3654 0.8494
Cl -0.8107 1.4795 0.1186
Cl 0.7012 0.6031 2.4993
H -1.5062 0.5082 2.0509
C 0.7155 -0.2408 -1.3314
Cl 0.3384 -1.9845 -1.1606
Cl -0.5691 0.5725 -2.2806
H 0.7364 0.2044 -0.3367
H 1.6840 -0.0931 -1.8093


94
Properties=species:S:1:pos:R:3 method="wB97M-V/def2-TZVPD" fmax_ev_per_a=0.70 total_charge=-1 de_lowest_kcal_mol=15.8 homo_lumo_gap_ev=7.47
Y -0.0489 -0.4132 -0.2806
O 1.3785 -1.6772 2.3645
S 0.2031 -2.5162 2.2293
O -0.4597 -2.7625 3.4933
O -0.7140 -1.9965 1.1847
C 0.6580 -4.1129 1.5690
C 0.6641 -5.1615 2.4740
C 0.9025 -6.4620 2.0497
C 1.1256 -6.7166 0.7113
C 1.1324 -5.6696 -0.2013
C 0.8969 -4.3669 0.2078
S 1.0872 -3.1095 -1.0704
O 1.8336 -3.7539 -2.1119
O 1.7687 -2.0038 -0.3649
O -0.2344 -2.6001 -1.4787
H 0.4649 -4.9440 3.5139
H 0.9018 -7.2708 2.7694
H 1.3016 -7.7283 0.3684
H 1.3359 -5.8489 -1.2473
N 2.1633 3.0985 2.8580
C 1.4070 3.9523 2.7176
C 0.4422 4.9845 2.4402
C -0.5680 4.7061 1.5263
C -1.5041 5.6869 1.2380
C -1.4159 6.9293 1.8468
C -0.4096 7.1963 2.7696
C 0.5215 6.2206 3.0785
H -0.6217 3.7335 1.0568
H -2.2978 5.4664 0.5371
H -2.1348 7.7008 1.6006
H -0.3527 8.1655 3.2479
H 1.3046 6.4062 3.8013
C -0.4398 -1.8634 -4.6850
N -0.4745 -0.4111 -4.6948
C -1.3540 0.3735 -5.4154
C -1.0885 1.6607 -5.1074
N -0.0441 1.6396 -4.2132
C 0.3193 0.3704 -3.9343
S 1.5613 -0.1281 -2.8856
H -1.4157 -2.2298 -4.9958
H -0.2263 -2.2042 -3.6760
H 0.3327 -2.2288 -5.3615
H -2.0972 -0.0567 -6.0615
H -1.5406 2.5768 -5.4393
H 0.3577 2.4446 -3.7421
C 4.3249 -0.0237 -0.4691
Te 2.7925 0.9941 0.6048
C 3.8932 0.2207 2.2477
C 5.3244 0.2755 1.7773
C 6.4021 0.4618 2.6296
C 7.6936 0.5509 2.1228
C 7.9088 0.4501 0.7573
C 6.8340 0.2496 -0.1011
C 5.5427 0.1608 0.3971
H 4.4420 0.3650 -1.4777
H 4.0279 -1.0720 -0.5297
H 3.5579 -0.8049 2.4057
H 3.7067 0.8073 3.1440
H 6.2295 0.5581 3.6955
H 8.5272 0.7176 2.7939
H 8.9109 0.5413 0.3566
H 6.9978 0.1812 -1.1703
O -3.1919 -2.2257 -0.7486
S -2.9894 -0.8585 -1.1153
O -2.0202 -0.5792 -2.1797
N -2.4954 0.1337 0.0950
C -3.3303 1.1765 0.2358
S -3.1274 2.4916 1.2147
C -4.5641 1.0454 -0.6203
C -5.6730 1.8759 -0.6628
C -6.7243 1.5254 -1.4958
C -6.6789 0.3628 -2.2685
C -5.5648 -0.4618 -2.2391
C -4.5226 -0.0749 -1.4167
H -5.6961 2.7612 -0.0414
H -7.6006 2.1595 -1.5457
H -7.5266 0.0980 -2.8878
H -5.5130 -1.3718 -2.8218
N -0.3215 -0.1681 5.2198
C 0.2413 0.6924 4.1818
C -0.5812 0.5561 2.9226
O -1.7910 0.0732 3.0789
O -0.1460 0.8769 1.8323
H 0.1838 -0.0604 6.0885
H -0.2138 -1.1396 4.9249
H -1.8870 -0.1474 4.0297
H 1.2763 0.4745 3.9145
H 0.1816 1.7431 4.4764
B 0.4017 4.2431 -2.1193
C 0.0746 2.8671 -1.3957
N -0.1259 1.8084 -0.9841
H -0.6230 4.6006 -2.6701
H 0.7926 5.0498 -1.3111
H 1.2704 3.9748 -2.9354


12
Properties=species:S:1:pos:R:3 method="wB97M-V/def2-TZVPD" fmax_ev_per_a=6.03 de_lowest_kcal_mol=154.8 homo_lumo_gap_ev=9.00
C 1.5464 -1.3345 -0.2366
C -0.1662 0.0933 0.0119
C -1.6546 0.1718 -0.1106
H 2.1918 -0.5211 -0.0997
H 1.8761 -1.9217 -1.0705
H 1.8112 -2.0409 0.6595
H -2.2241 -0.6418 -0.6702
N 0.2084 -0.9706 -0.5921
N -2.3010 1.1629 0.3311
N -0.1710 2.3378 0.6917
N 0.3388 1.2255 0.6299
O -1.4558 2.4391 0.4555


18
Properties=species:S:1:pos:R:3 method="wB97M-V/def2-TZVPD" fmax_ev_per_a=2.82 total_charge=+2 de_lowest_kcal_mol=23.6 spin_multiplicity=2 homo_lumo_gap_ev="10.21 / 5.08"
C 2.6671 0.8115 0.2120
O 1.4080 1.3954 -0.1439
H 3.4536 1.4140 -0.2831
H 2.8259 0.7195 1.3021
H 2.6834 -0.2266 -0.2183
H 1.1916 2.0063 0.5679
C -1.5342 -0.5159 -0.7882
C -1.5431 -0.2621 0.7278
S -3.1575 -0.4925 1.5405
N -0.1182 -0.5915 -1.2814
H -2.0904 0.2747 -1.3642
H -1.9769 -1.5272 -0.9255
H -1.1496 0.7090 0.8995
H -0.8099 -1.0251 1.2056
H -2.6799 -0.9291 2.7241
H 0.0016 -0.3993 -2.3027
H 0.3695 -1.5246 -1.0478
H 0.4588 0.1634 -0.8242


13
Properties=species:S:1:pos:R:3 method="wB97M-V/def2-TZVPD" fmax_ev_per_a=0.56 de_lowest_kcal_mol=38.1 homo_lumo_gap_ev=10.41
C -1.7167 -0.1152 -0.2145
C -0.3652 -0.1456 0.4779
N 0.6478 -1.0181 -0.1703
C 1.6173 0.0866 -0.3494
C 0.5602 1.0429 0.2037
O 0.4786 2.2282 0.3602
H -2.2317 -1.0745 -0.0990
H -1.5825 0.0730 -1.2844
H -2.3420 0.6769 0.2102
H -0.4866 -0.3099 1.5596
H 0.9879 -1.7618 0.4285
H 1.9080 0.2652 -1.3913
H 2.5250 0.0524 0.2687


13
Properties=species:S:1:pos:R:3 method="wB97M-V/def2-TZVPD" fmax_ev_per_a=0.53 de_lowest_kcal_mol=85.1 homo_lumo_gap_ev=10.19
O -1.6599 -0.6485 0.8483
C -1.0334 -0.7471 -0.4173
C -0.6990 0.6055 -1.0084
C 0.3384 1.4070 -0.7894
O 1.4495 1.2305 0.0245
C 1.6020 0.1550 0.7495
C 1.8327 -0.7900 1.4574
H -0.9843 -0.3503 1.4727
H -0.1455 -1.3860 -0.3724
H -1.7586 -1.2404 -1.0695
H -1.4366 1.0368 -1.6808
H 0.4354 2.3784 -1.2591
H 2.0595 -1.6509 2.0444


In order of appearance, calculated total energy = -6963.81229 -417.84811 -309.79468 -468.90935 -10685.68643 -2378.83222 -4758.17821 -410.75659 -648.92971 -286.57096 -344.46633 Eh.